{"formula": "C7H12", "method": "the ωB97M-V functional and the def2-TZVPD basis", "species": ["C", "C", "C", "C", "C", "C", "C", "H", "H", "H", "H", "H", "H", "H", "H", "H", "H", "H", "H"], "positions_angstrom": [[0.7220, -2.2801, -0.4282], [-0.2338, -1.2544, 0.0605], [0.3665, -0.1237, 0.7824], [-0.5252, 1.1122, 0.5784], [0.2990, 2.3709, 0.3227], [-1.3717, 0.6957, -0.6081], [-1.1757, -0.5847, -0.9220], [1.8696, -1.1425, -0.7423], [1.2890, -2.7625, 0.3699], [0.2116, -3.0427, -1.0527], [-0.7180, -2.0190, 0.7347], [0.8253, -0.2890, 1.7572], [1.7647, -0.2914, -0.1976], [-1.1889, 1.3054, 1.4462], [0.9513, 2.1983, -0.5388], [0.9287, 2.5959, 1.1903], [-0.3394, 3.2380, 0.1205], [-2.0436, 1.3897, -1.1188], [-1.6314, -1.1161, -1.7543]], "forces_ev_per_angstrom": [[1.065, 0.612, -0.560], [0.087, -0.290, 0.057], [0.746, -0.029, -0.410], [0.273, -0.077, -0.088], [0.055, 0.114, -0.033], [0.162, -0.205, 0.000], [-0.102, -0.124, 0.156], [-1.444, -1.506, 0.017], [-0.065, 0.050, -0.035], [0.798, 0.441, -0.166], [-0.426, 0.820, 0.048], [-0.087, 0.052, -0.138], [-1.637, 0.513, 1.012], [0.345, -0.229, -0.139], [-0.060, 0.107, 0.095], [-0.082, 0.018, -0.139], [0.089, -0.104, 0.042], [0.272, -0.243, 0.097], [0.012, 0.079, 0.184]], "nbo_charge": [-0.443, -0.398, -0.183, -0.310, -0.590, -0.170, -0.185, 0.065, 0.195, 0.205, 0.289, 0.212, 0.041, 0.216, 0.214, 0.210, 0.206, 0.215, 0.213], "e_homo_ev": -8.3, "orbital_gap_ev": 8.99, "de_lowest_kj_mol": 462.8, "lumo_energy_ev": 0.728, "e_tot_ev": -7448.6345, "spin_multiplicity": 1, "total_charge": 0}

{"formula": "C7H12", "method": "the ωB97M-V functional and the def2-TZVPD basis", "species": ["C", "C", "C", "C", "C", "C", "C", "H", "H", "H", "H", "H", "H", "H", "H", "H", "H", "H", "H"], "positions_angstrom": [[2.0795, 0.0519, 0.3210], [0.9673, -0.6763, 0.4103], [0.9721, -2.0357, 1.1103], [-0.2979, -0.2192, -0.1770], [-1.0357, -0.9705, -0.9918], [-0.7607, 1.1758, 0.1952], [-1.4396, 2.0242, -0.9106], [2.1443, 1.0543, -0.0770], [2.9950, -0.2871, 0.7980], [0.9976, -1.8399, 2.1799], [0.1983, -2.7164, 0.7778], [1.9227, -2.5190, 0.8626], [-1.9909, -0.6612, -1.3848], [-0.7940, -2.0167, -1.1461], [0.0974, 1.7613, 0.5247], [-1.4137, 1.1220, 1.0719], [-2.0233, 1.4082, -1.5844], [-0.6240, 2.4869, -1.4757], [-1.9943, 2.8575, -0.5043]], "forces_ev_per_angstrom": [[0.151, -0.059, 0.746], [0.308, -0.608, -0.049], [1.266, 0.561, -0.628], [-1.003, 0.816, -0.533], [0.071, -0.710, 0.644], [-0.077, 0.873, -0.095], [1.201, -0.448, 0.121], [-0.290, -0.013, -0.262], [-0.028, -0.165, -0.173], [-0.450, -0.363, 0.138], [-0.356, 0.177, 0.279], [-0.053, -0.050, 0.172], [0.008, 0.221, -0.114], [0.166, 0.090, -0.243], [0.058, -0.126, 0.171], [-0.016, -0.218, -0.026], [-0.312, 0.206, -0.036], [-0.196, -0.159, -0.295], [-0.449, -0.026, 0.183]], "nbo_charge": [-0.396, -0.006, -0.642, -0.012, -0.398, -0.427, -0.599, 0.197, 0.193, 0.226, 0.220, 0.217, 0.196, 0.193, 0.207, 0.213, 0.205, 0.203, 0.210], "e_homo_ev": -8.8, "orbital_gap_ev": 9.85, "de_lowest_kj_mol": 118.3, "lumo_energy_ev": 1.062, "e_tot_ev": -7452.2057, "spin_multiplicity": 1, "total_charge": 0}

{"formula": "C7H12", "method": "the ωB97M-V functional and the def2-TZVPD basis", "species": ["C", "C", "C", "C", "C", "C", "C", "H", "H", "H", "H", "H", "H", "H", "H", "H", "H", "H", "H"], "positions_angstrom": [[-3.0355, 1.1077, 2.5910], [-2.2343, 0.4127, 1.5800], [-1.5949, -0.1044, 0.6972], [-0.8113, -0.6223, -0.4327], [0.7048, -0.4157, -0.2742], [1.4282, -0.4316, -1.6202], [2.9302, -0.1912, -1.4953], [-2.4073, 1.5079, 3.3933], [-3.7808, 0.4477, 3.0458], [-3.5672, 1.9478, 2.1318], [-1.1428, -0.0967, -1.3389], [-1.0329, -1.6845, -0.6003], [0.8829, 0.5461, 0.2222], [1.1169, -1.1881, 0.3885], [0.9876, 0.3459, -2.2603], [1.2455, -1.3882, -2.1296], [3.1335, 0.7657, -0.9995], [3.4116, -0.9804, -0.9060], [3.4108, -0.1671, -2.4793]], "forces_ev_per_angstrom": [[-0.035, 0.029, 0.058], [0.268, -0.194, -0.420], [-0.277, 0.227, 0.340], [-0.030, 0.001, -0.043], [0.048, 0.032, 0.042], [-0.050, -0.010, -0.041], [0.057, -0.008, 0.010], [-0.056, -0.082, -0.128], [0.130, 0.045, -0.093], [0.066, -0.117, 0.082], [0.020, -0.065, 0.134], [0.026, 0.168, 0.059], [-0.024, -0.108, -0.089], [-0.061, 0.123, -0.082], [0.065, -0.121, 0.081], [0.018, 0.123, 0.082], [-0.034, -0.146, -0.072], [-0.074, 0.112, -0.074], [-0.057, -0.009, 0.154]], "nbo_charge": [-0.679, -0.008, -0.023, -0.465, -0.379, -0.392, -0.602, 0.232, 0.232, 0.232, 0.223, 0.225, 0.204, 0.200, 0.193, 0.194, 0.202, 0.202, 0.210], "e_homo_ev": -9.3, "orbital_gap_ev": 10.42, "de_lowest_kj_mol": 126.2, "lumo_energy_ev": 1.095, "e_tot_ev": -7452.1239, "spin_multiplicity": 1, "total_charge": 0}